(1)
DFT (wB97M-V/def2-TZVPD) results for a molecular structure, C21H27ClHfN3O11STe.

```
66
Properties=species:S:1:pos:R:3
Hf 0.138 -0.464 0.423
O 3.427 1.118 1.539
C 2.558 0.304 1.533
O 2.190 -0.462 0.491
C 1.615 0.016 2.712
O 1.938 -0.393 3.779
O 0.327 0.171 2.304
C -2.179 9.459 -0.026
C -1.482 8.356 -0.815
S -0.647 7.267 0.318
O 0.361 7.999 1.034
O -1.623 6.501 1.056
C 0.197 6.077 -0.731
C 1.044 5.222 0.212
N 1.122 3.824 -0.228
C 0.349 2.843 0.263
N 0.697 1.672 -0.293
C 1.717 1.922 -1.171
C 1.960 3.250 -1.161
N 2.916 3.958 -1.965
O 2.935 5.171 -1.884
O 3.620 3.276 -2.674
C -0.728 3.038 1.265
H -2.669 10.142 -0.717
H -1.458 10.021 0.565
H -2.933 9.042 0.640
H -0.720 8.748 -1.489
H -2.185 7.740 -1.377
H 0.800 6.585 -1.480
H -0.583 5.488 -1.214
H 0.601 5.201 1.206
H 2.047 5.621 0.303
H 2.229 1.165 -1.739
H -0.324 3.034 2.280
H -1.464 2.239 1.184
H -1.244 3.986 1.111
C 0.479 -2.137 -1.873
C -0.830 -2.818 -2.159
C -1.023 -3.416 -3.398
C -2.198 -4.088 -3.689
Cl -2.410 -4.807 -5.239
C -3.194 -4.193 -2.731
C -3.011 -3.607 -1.490
C -1.849 -2.907 -1.218
O -1.626 -2.351 0.049
C -2.727 -1.677 0.684
C -2.588 -0.169 0.463
O -3.245 0.612 1.094
O -1.655 0.143 -0.425
H 1.165 -2.244 -2.711
H 1.002 -2.531 -0.991
H 0.367 -1.037 -1.816
H -0.247 -3.359 -4.150
H -4.101 -4.739 -2.949
H -3.779 -3.724 -0.738
H -2.684 -1.901 1.750
H -3.701 -1.979 0.309
C 0.359 -4.811 0.687
Te 0.659 -3.187 2.048
C 2.790 -3.286 2.018
H 0.775 -4.609 -0.296
H -0.711 -4.984 0.608
H 0.837 -5.688 1.114
H 3.083 -4.318 2.188
H 3.152 -2.664 2.833
H 3.173 -2.920 1.070
```

Output
largest force on an atom: 1.01 eV Å⁻¹
multiplicity: 1
charge: +1
E_tot: -2982.5861 Eh
ΔE to the lowest compared entry with this formula, charge and spin: 0.00 kcal/mol
frontier orbital gap: 0.3033 Eh

---

(2)
DFT (wB97M-V/def2-TZVPD) results for a single CH3NO2S molecule.

```
8
Properties=species:S:1:pos:R:3
C 0.321 1.227 0.445
N 0.559 -0.449 -0.070
O -1.036 -0.970 -0.152
O 1.154 -1.030 0.838
S -0.095 2.398 -0.464
H 0.514 1.179 1.412
H 0.641 -1.098 -1.105
H -1.435 -0.164 -0.416
```

Output
largest force on an atom: 5.81 eV Å⁻¹
multiplicity: 1
E_tot: -643.0849 Eh
structure (SMILES): [O-][N@@H+](O)C=S
ΔE to the lowest compared entry with this formula, charge and spin: 143.88 kcal/mol
frontier orbital gap: 0.2930 Eh

---

(3)
DFT (wB97M-V/def2-TZVPD) results for a single C18H15N3O3S molecule.

```
40
Properties=species:S:1:pos:R:3
C 4.834 -2.273 -4.733
C 3.895 -1.620 -3.765
C 3.454 -2.295 -2.639
C 2.591 -1.656 -1.766
C 2.157 -0.335 -2.003
C 2.605 0.337 -3.137
C 3.463 -0.310 -3.997
H 3.816 0.203 -4.880
H 2.274 1.347 -3.320
N 1.307 0.164 -1.055
C 1.087 -0.706 -0.136
N 0.268 -0.447 0.932
C -0.036 -1.382 1.880
O 0.454 -2.486 1.878
C -1.051 -0.905 2.901
H -1.018 -1.565 3.768
H -0.827 0.120 3.208
C -2.474 -0.964 2.292
C -3.459 -0.538 3.384
O -3.936 -1.309 4.182
N -3.692 0.798 3.417
C -3.211 1.688 2.456
C -3.306 3.063 2.615
C -2.845 3.906 1.619
C -2.294 3.381 0.462
C -2.188 2.010 0.296
C -2.645 1.160 1.293
O -2.565 -0.196 1.111
H -1.769 1.584 -0.602
H -1.939 4.038 -0.316
H -2.924 4.974 1.746
H -3.749 3.462 3.515
H -4.278 1.155 4.160
H -2.697 -1.994 1.995
H -0.183 0.458 0.919
S 1.883 -2.262 -0.289
H 3.774 -3.307 -2.440
H 4.419 -2.250 -5.740
H 5.022 -3.307 -4.457
H 5.785 -1.741 -4.754
```

Output
largest force on an atom: 0.96 eV Å⁻¹
multiplicity: 1
E_tot: -1483.1783 Eh
structure (SMILES): Cc1ccc2nc(NC(=O)C[C@@H]3Oc4ccccc4NC3=O)sc2c1
ΔE to the lowest compared entry with this formula, charge and spin: 0.19 kcal/mol
frontier orbital gap: 0.3214 Eh

---

(4)
DFT (wB97M-V/def2-TZVPD) results for 2 unconnected molecules or ions with the total composition C4H7NO.

```
13
Properties=species:S:1:pos:R:3
C 0.504 1.317 0.500
C -1.440 0.584 -1.555
O -2.479 0.425 -1.119
C 0.325 -1.088 -0.532
C 0.550 -0.208 0.681
N -0.416 -2.115 -0.643
H 1.093 1.623 -0.371
H 0.927 1.807 1.384
H -0.504 1.716 0.361
H 0.912 -0.815 -1.416
H -0.107 -0.534 1.498
H 1.576 -0.439 0.987
H -0.941 -2.274 0.223
```

Output
largest force on an atom: 1.82 eV Å⁻¹
multiplicity: 1
E_tot: -286.5713 Eh
ΔE to the lowest compared entry with this formula, charge and spin: 37.89 kcal/mol
frontier orbital gap: 0.4029 Eh

---

(5)
DFT (wB97M-V/def2-TZVPD) results for 11 unconnected molecules or ions with the total composition C5H32N2O11.

```
50
Properties=species:S:1:pos:R:3
C 1.528 0.004 3.768
C 1.257 -0.399 2.257
C 1.067 -1.894 1.927
C -0.336 -2.394 1.881
O -0.689 -3.542 1.788
N 2.155 0.225 1.275
C 2.101 1.704 1.204
N 1.172 2.014 0.082
H 1.188 1.006 4.054
H 1.063 -0.804 4.297
H 2.592 0.185 3.880
H 0.323 0.187 2.049
H 1.817 -2.217 1.200
H 1.533 -2.236 2.867
H -1.115 -1.621 1.967
H 3.115 -0.040 1.480
H 1.820 2.205 2.134
H 3.090 2.048 0.951
H 0.278 1.573 0.233
H 0.971 3.012 0.102
H 2.886 2.565 -2.827
H 1.924 1.725 -2.146
O 2.253 1.866 -3.051
H -3.112 1.490 1.130
H -4.649 1.207 1.068
O -3.852 1.080 1.589
H -2.168 2.766 -0.336
H -2.908 4.093 -0.536
O -2.482 3.569 0.139
H -0.730 -2.012 -1.012
H -2.130 -1.805 -0.520
O -1.211 -1.590 -0.290
H -4.067 -0.540 -0.151
H -4.251 -1.715 0.716
O -4.432 -1.451 -0.193
H -2.272 0.804 -1.456
H -1.496 0.255 -0.155
O -2.072 0.952 -0.513
H 4.367 -0.498 -2.305
H 3.154 0.112 -3.126
O 3.433 -0.560 -2.477
H 2.519 -2.375 -1.823
H 2.447 -1.667 -0.592
O 2.372 -2.584 -0.892
H -2.977 1.710 -3.817
H -1.835 0.669 -3.589
O -2.609 1.084 -3.208
H -0.307 -2.220 -3.613
H 0.004 -3.147 -2.428
O -0.727 -2.801 -2.980
```

Output
largest force on an atom: 3.43 eV Å⁻¹
multiplicity: 1
E_tot: -1146.8030 Eh
structure (SMILES): C[C@H](CC=O)NCN.O.O.O.O.O.O.O.O.O.O
ΔE to the lowest compared entry with this formula, charge and spin: 89.39 kcal/mol
frontier orbital gap: 0.3371 Eh